[1]
C4H6KO3 | ωB97M-V with the def2-TZVPD basis set

```
14
C4H6KO3 ωB97M-V with the def2-TZVPD basis set
H 2.347 -1.460 1.039
O 0.390 -0.686 -0.118
C -0.579 0.253 0.133
O -0.368 1.441 0.195
K 1.866 2.609 -0.194
O -1.726 -0.346 0.189
C -2.901 0.472 0.020
H -2.973 1.180 0.853
H -2.836 1.010 -0.933
H -3.740 -0.227 0.022
C 1.647 -0.349 0.192
C 2.654 -1.253 -0.216
H 2.549 -1.749 -1.186
H 3.670 -0.897 0.003
```

Its charge is +1. The strongest force on any atom is 1.90 eV/Å. The LUMO energy comes out at -3.540 eV. Its energy above the lowest of the compared OMol25 structures with the same formula, charge and spin is 90.5 kcal per mole.

Mulliken atomic charge list, values in e, 5 entries: 0.194 -0.146 0.956 -0.609 1.004

***

[2]
C4H6LiO2Sn | ωB97M-V with the def2-TZVPD basis set

```
14
C4H6LiO2Sn ωB97M-V with the def2-TZVPD basis set
O -2.163 -0.151 0.036
C -1.288 -0.538 0.955
C -0.338 -1.557 0.673
Sn -1.480 1.445 0.983
Li -1.176 -0.511 -1.518
H -0.644 -2.343 -0.038
H 0.219 -1.990 1.509
C 0.634 0.903 -0.910
C 1.090 -0.247 -0.188
O 0.054 1.952 -0.093
H 1.309 1.331 -1.657
H 1.742 -0.903 -0.773
H 1.363 -0.031 0.853
H 0.677 2.638 0.168
```

Its charge is +1. The strongest force on any atom is 8.42 eV/Å. The LUMO energy comes out at -4.351 eV. Its energy above the lowest of the compared OMol25 structures with the same formula, charge and spin is 11.7 kcal per mole.

Mulliken atomic charge list, values in e, 5 entries: -0.706 0.295 -0.898 0.829 0.902

***

[3]
C4H6LiO2Sr | ωB97M-V with the def2-TZVPD basis set

```
14
C4H6LiO2Sr ωB97M-V with the def2-TZVPD basis set
O -2.441 -0.850 -0.303
C -3.435 -0.036 -0.275
C -4.333 0.773 -0.171
Li -2.989 -2.623 -0.043
Sr -0.153 -0.282 -0.494
H -5.172 1.438 -0.260
C 1.848 1.030 -0.505
C 2.593 0.058 0.384
O 1.639 -1.034 0.680
H 1.761 2.024 -0.045
H 2.328 1.140 -1.489
H 2.897 0.482 1.352
H 3.467 -0.405 -0.094
H 1.990 -1.714 1.262
```

Its charge is +1. The strongest force on any atom is 1.84 eV/Å. The LUMO energy comes out at -4.719 eV. Its energy above the lowest of the compared OMol25 structures with the same formula, charge and spin is 10.2 kcal per mole.

Mulliken atomic charge list, values in e, 5 entries: -1.101 0.210 -0.287 0.890 1.551

***

[4]
C4H6MgO2Tl | ωB97M-V with the def2-TZVPD basis set

```
14
C4H6MgO2Tl ωB97M-V with the def2-TZVPD basis set
O -0.881 -1.163 -1.603
C -1.399 -1.394 -0.426
C -0.844 -1.705 0.755
Tl -2.676 -1.937 -3.251
Mg 0.632 0.066 -1.897
H -1.452 -1.697 1.659
H 0.179 -2.104 0.771
C 0.800 1.219 0.833
C 0.702 1.842 -0.387
O 1.919 0.800 1.368
H -0.106 1.125 1.441
H -0.244 2.304 -0.685
H 1.600 2.350 -0.757
H 1.772 0.296 2.179
```

Its multiplicity is 2. As for the expectation value of S²: 0.76. Its charge is +2. The strongest force on any atom is 1.74 eV/Å. The LUMO energy (spin up / spin down) comes out at -9.437 / -9.610 eV. Its energy above the lowest of the compared OMol25 structures with the same formula, charge and spin is 0.0 kcal per mole.

Mulliken atomic charge list, values in e, 5 entries: -0.491 0.491 -0.903 0.817 1.126

***

[5]
C4H6N | ωB97M-V with the def2-TZVPD basis set

```
11
C4H6N ωB97M-V with the def2-TZVPD basis set
C 0.618 0.888 -0.340
C -0.208 0.193 -1.416
C -0.399 -0.521 -0.122
C 0.845 0.719 1.257
N 1.294 1.695 0.275
H -1.009 0.916 -1.840
H 0.326 -0.241 -2.243
H -1.400 -0.553 0.453
H -0.012 -1.601 0.084
H 0.079 1.074 1.923
H 1.373 -0.148 1.698
```

Its charge is +1. The strongest force on any atom is 3.86 eV/Å. The LUMO energy comes out at -4.898 eV. Its energy above the lowest of the compared OMol25 structures with the same formula, charge and spin is 88.7 kcal per mole.

Mulliken atomic charge list, values in e, 5 entries: 0.452 -0.345 -0.350 -0.299 -0.286

***

[6]
C4H6N2 | ωB97M-V with the def2-TZVPD basis set

```
12
C4H6N2 ωB97M-V with the def2-TZVPD basis set
C 1.299 -0.058 -0.364
C -0.003 0.661 -0.095
N -0.980 0.524 -1.217
C -1.341 0.035 0.107
C -0.939 -0.970 1.037
N -0.305 -0.930 2.022
H 1.142 -1.077 -0.733
H 1.859 0.498 -1.130
H 1.915 -0.097 0.536
H 0.131 0.996 1.136
H -0.647 -0.227 -1.844
H -2.131 0.645 0.546
```

Its SMILES is C[C@H]1N[C@H]1C#N. Its charge is 0. The strongest force on any atom is 3.98 eV/Å. The LUMO energy comes out at 0.551 eV. Its energy above the lowest of the compared OMol25 structures with the same formula, charge and spin is 134.1 kcal per mole.

Mulliken atomic charge list, values in e, 5 entries: -1.172 -0.020 -0.568 0.042 0.123

***

[7]
C4H6N2 | ωB97M-V with the def2-TZVPD basis set

```
12
C4H6N2 ωB97M-V with the def2-TZVPD basis set
C -1.236 0.219 0.990
N -0.127 0.384 0.102
C -0.121 0.437 -1.287
C 0.789 -0.575 -0.382
C 2.113 -0.473 0.294
N 3.124 -0.429 0.874
H -0.802 0.044 1.977
H -1.922 -0.602 0.733
H -1.782 1.166 1.003
H 0.482 1.166 -1.809
H -1.104 0.261 -1.800
H 0.587 -1.597 -0.697
```

Its SMILES is CN1C[C@H]1C#N. Its charge is 0. The strongest force on any atom is 2.12 eV/Å. The LUMO energy comes out at 0.819 eV. Its energy above the lowest of the compared OMol25 structures with the same formula, charge and spin is 69.3 kcal per mole.

Mulliken atomic charge list, values in e, 5 entries: -0.821 -0.081 -0.330 -0.294 0.169

***

[8]
C4H6N2 | ωB97M-V with the def2-TZVPD basis set

```
12
C4H6N2 ωB97M-V with the def2-TZVPD basis set
N -0.796 -1.747 -2.252
C -0.825 -1.043 -1.333
C -0.864 -0.131 -0.179
C 0.153 -0.484 0.936
C 0.953 0.748 0.469
N -0.189 1.164 -0.369
H -1.909 -0.031 0.136
H -0.272 -0.394 1.937
H 0.648 -1.451 0.833
H 1.862 0.488 -0.087
H 1.209 1.481 1.241
H 0.031 1.400 -1.331
```

Its SMILES is N#C[C@H]1CCN1. Its charge is 0. The strongest force on any atom is 1.14 eV/Å. The LUMO energy comes out at 0.951 eV. Its energy above the lowest of the compared OMol25 structures with the same formula, charge and spin is 35.4 kcal per mole.

Mulliken atomic charge list, values in e, 5 entries: -0.428 0.065 0.292 -0.652 -0.364

***

[9]
C4H6N2 | ωB97M-V with the def2-TZVPD basis set

```
12
C4H6N2 ωB97M-V with the def2-TZVPD basis set
C 0.409 0.470 -1.043
C 0.659 -0.893 -0.877
C -0.596 0.478 0.700
N -0.114 1.189 1.671
C -0.622 -1.046 0.972
N -0.937 -2.041 1.475
H 0.186 2.112 1.362
H 1.225 1.163 -0.885
H -0.273 0.782 -1.824
H 1.558 -1.232 -0.383
H 0.065 -1.641 -1.383
H -1.562 0.659 0.214
```

Its charge is 0. The strongest force on any atom is 2.91 eV/Å. The LUMO energy (spin up / spin down) comes out at -0.698 / -0.699 eV. Its energy above the lowest of the compared OMol25 structures with the same formula, charge and spin is 111.2 kcal per mole.

Mulliken atomic charge list, values in e, 5 entries: -0.615 -0.503 0.306 -0.699 0.231

***

[10]
C4H6N2 | ωB97M-V with the def2-TZVPD basis set

```
12
C4H6N2 ωB97M-V with the def2-TZVPD basis set
C -1.098 -0.937 0.084
C -0.291 -0.383 1.264
C 0.649 0.759 0.987
C -0.357 -0.593 -1.103
H -2.070 -0.609 -0.004
H -1.133 -1.969 -0.129
H -1.022 -0.077 2.058
H 0.291 -1.190 1.764
H 1.080 1.365 1.724
H -0.531 -1.199 -1.996
N 0.893 1.214 -0.183
N 0.531 0.299 -1.362
```

Its SMILES is C1=NN=CCC1. Its charge is 0. The strongest force on any atom is 4.21 eV/Å. The LUMO energy comes out at 0.807 eV. Its energy above the lowest of the compared OMol25 structures with the same formula, charge and spin is 63.5 kcal per mole.

Mulliken atomic charge list, values in e, 5 entries: -0.479 -0.490 -0.098 -0.054 0.313

***

[11]
C4H6N2 | ωB97M-V with the def2-TZVPD basis set

```
12
C4H6N2 ωB97M-V with the def2-TZVPD basis set
C 0.425 0.149 -2.914
C 0.249 0.138 -1.432
N 0.080 0.182 -0.277
H 0.314 -0.889 -3.226
H 1.422 0.580 -3.015
H -0.374 0.686 -3.426
C -0.045 0.205 2.150
C -1.014 -0.741 2.809
N -1.693 -1.516 3.281
H -0.346 0.331 1.110
H 0.948 -0.243 2.196
H 0.034 1.116 2.744
```

Its SMILES is CC#N.CC#N. Its charge is 0. The strongest force on any atom is 6.71 eV/Å. The LUMO energy comes out at 0.351 eV. Its energy above the lowest of the compared OMol25 structures with the same formula, charge and spin is 50.7 kcal per mole.

Mulliken atomic charge list, values in e, 5 entries: -0.832 0.283 -0.268 0.270 0.261

***

[12]
C4H6N2 | ωB97M-V with the def2-TZVPD basis set

```
12
C4H6N2 ωB97M-V with the def2-TZVPD basis set
N -0.533 1.466 -0.154
C 0.432 0.534 -0.791
C 0.830 -0.251 0.485
N 0.488 -1.564 -0.152
C -0.567 -0.608 -0.629
C -0.644 0.228 0.657
H -0.073 2.225 0.344
H 1.038 0.780 -1.666
H 1.691 -0.107 1.144
H 0.109 -2.205 0.553
H -1.447 -0.615 -1.300
H -1.324 0.118 1.508
```

Its charge is 0. The strongest force on any atom is 1.21 eV/Å. The LUMO energy comes out at 1.174 eV. Its energy above the lowest of the compared OMol25 structures with the same formula, charge and spin is 105.6 kcal per mole.

Mulliken atomic charge list, values in e, 5 entries: -0.605 -0.227 -0.253 -0.629 -0.171

***

> Which formula does entry 6 have?

C4H6N2

***

> Among the records above, which one has the lowest energy above the lowest of the compared OMol25 structures with the same formula, charge and spin?

C4H6MgO2Tl

***

Please write out number 5 again, unchanged.
C4H6N | ωB97M-V with the def2-TZVPD basis set

```
11
C4H6N ωB97M-V with the def2-TZVPD basis set
C 0.618 0.888 -0.340
C -0.208 0.193 -1.416
C -0.399 -0.521 -0.122
C 0.845 0.719 1.257
N 1.294 1.695 0.275
H -1.009 0.916 -1.840
H 0.326 -0.241 -2.243
H -1.400 -0.553 0.453
H -0.012 -1.601 0.084
H 0.079 1.074 1.923
H 1.373 -0.148 1.698
```

Its charge is +1. The strongest force on any atom is 3.86 eV/Å. The LUMO energy comes out at -4.898 eV. Its energy above the lowest of the compared OMol25 structures with the same formula, charge and spin is 88.7 kcal per mole.

Mulliken atomic charge list, values in e, 5 entries: 0.452 -0.345 -0.350 -0.299 -0.286